A structure of composition C39H42F2N4O4RbS, computed with ωB97M-V with the def2-TZVPD basis set.

Element x y z (Å)
Rb: 1.631104 1.057664 -2.352122
C: 2.153444 0.508391 5.204247
C: 1.378392 -0.599526 4.482397
C: -0.113366 -0.401734 4.779786
C: 1.827001 -1.961860 5.030354
C: 1.647259 -0.587315 2.980576
C: 2.786058 -0.008257 2.431379
C: 2.966982 -0.041686 1.058928
N: 2.129697 -0.619163 0.200912
C: 1.035250 -1.180761 0.716307
C: 0.767138 -1.177456 2.084373
C: 0.046354 -1.744922 -0.246348
C: -0.950096 -2.616497 0.165958
C: -1.934332 -3.037562 -0.722352
C: -1.827688 -2.588071 -2.028906
C: -0.773861 -1.751015 -2.370706
N: 0.138507 -1.320435 -1.511695
C: -3.080298 -3.908753 -0.220167
C: -3.833409 -3.134676 0.873118
C: -2.522644 -5.215866 0.359076
C: -4.066451 -4.253761 -1.335619
H: 1.891751 0.500971 6.264305
H: 1.903364 1.491694 4.799320
H: 3.234166 0.374547 5.137949
H: -0.257301 -0.364345 5.862061
H: -0.732559 -1.211913 4.395049
H: -0.492243 0.520741 4.337459
H: 1.640433 -2.015710 6.106505
H: 2.893349 -2.122103 4.856001
H: 1.280117 -2.773235 4.545577
H: 3.518691 0.504864 3.037771
H: 3.830345 0.454740 0.633053
H: -0.170977 -1.578871 2.437328
H: -0.978196 -2.953664 1.192864
H: -2.546023 -2.862473 -2.787969
H: -0.663765 -1.407364 -3.395587
H: -3.190468 -2.909476 1.726204
H: -4.679875 -3.728115 1.231246
H: -4.196182 -2.180822 0.488649
H: -1.835442 -5.027119 1.185829
H: -1.984312 -5.782243 -0.404548
H: -3.339683 -5.835903 0.736661
H: -4.518626 -3.354115 -1.757743
H: -4.869528 -4.873913 -0.931995
H: -3.587040 -4.812413 -2.143004
F: 1.753643 0.272840 -8.720689
C: 2.537053 0.299721 -7.601442
C: 1.976623 0.565660 -6.371265
C: 2.738802 0.607827 -5.191232
C: 4.130028 0.384854 -5.348711
C: 4.642417 0.080530 -6.608577
F: 5.964783 -0.250251 -6.790971
C: 3.881539 0.034085 -7.758042
C: 5.018652 0.447694 -4.164116
C: 6.380037 0.783616 -4.253902
C: 7.172761 0.774824 -3.124565
C: 6.608801 0.424998 -1.906849
C: 5.251538 0.154981 -1.898398
N: 4.468477 0.186885 -2.971907
H: 0.900303 0.730154 -6.354226
H: 4.320899 -0.213430 -8.713263
H: 6.803171 1.055972 -5.207794
H: 8.222271 1.033560 -3.200542
H: 7.185426 0.376055 -0.992101
H: 4.761129 -0.120878 -0.975100
C: -6.389161 5.084795 1.610908
C: -5.395961 3.962132 1.473456
C: -4.432077 3.976337 0.468369
C: -3.510555 2.947785 0.343344
C: -3.553641 1.888543 1.238448
C: -4.491660 1.860985 2.257469
C: -5.411429 2.892245 2.365783
S: -2.404199 0.546571 1.050097
O: -2.319615 -0.119584 2.327570
O: -2.818895 -0.208266 -0.100869
N: -0.987152 1.224273 0.707151
C: -0.427147 2.233514 1.630914
C: 0.842903 2.814818 1.015340
C: 0.773392 3.155011 -0.496113
O: 1.851440 3.452502 -1.028894
O: -0.344061 3.018193 -1.085016
H: -6.317533 5.779233 0.774385
H: -6.220236 5.649078 2.530349
H: -7.410856 4.701882 1.646840
H: -4.394855 4.806741 -0.226703
H: -2.748370 2.992641 -0.429984
H: -4.493415 1.037034 2.959635
H: -6.149613 2.867177 3.159746
H: -0.941247 1.647814 -0.243323
H: -0.219128 1.765447 2.594133
H: -1.155432 3.036045 1.789649
H: 1.688727 2.146702 1.155470
H: 1.106409 3.740185 1.533057

Force components x, y, z for each atom (eV/Å):
0.265 -0.211 -0.553
-0.011 -0.009 -0.006
-0.015 0.008 0.013
0.007 -0.064 -0.003
-0.009 -0.022 0.017
0.039 0.049 -0.025
0.012 0.017 -0.014
-0.032 -0.115 0.026
0.125 0.139 0.234
0.012 0.027 0.114
-0.022 -0.079 -0.002
-0.101 -0.050 -0.133
0.092 -0.070 -0.017
0.026 -0.052 -0.027
0.030 -0.048 0.010
0.043 -0.027 0.043
-0.167 -0.140 0.077
-0.015 0.004 0.008
-0.023 -0.034 0.037
0.032 0.016 0.010
-0.006 0.006 -0.027
-0.013 0.004 -0.009
0.009 -0.007 0.003
-0.012 -0.021 -0.024
-0.024 0.040 -0.006
0.036 0.001 -0.008
0.009 -0.019 0.072
0.007 -0.003 -0.019
-0.016 0.009 -0.001
0.004 0.015 0.010
0.000 -0.013 0.008
0.017 0.004 -0.023
0.023 0.019 -0.020
-0.004 0.024 -0.008
0.005 0.006 0.008
-0.015 0.023 0.023
-0.005 -0.002 -0.029
0.014 0.007 -0.016
-0.014 -0.061 0.005
-0.018 -0.008 -0.020
-0.011 0.011 0.015
0.005 0.010 -0.007
0.006 -0.016 0.005
0.005 0.006 0.006
0.001 0.015 0.016
-0.005 -0.002 -0.025
-0.010 -0.005 0.056
-0.040 -0.054 -0.012
-0.078 0.183 -0.069
-0.164 -0.066 -0.211
0.026 -0.032 -0.026
0.029 0.024 0.046
0.022 -0.014 -0.034
0.137 0.081 0.067
-0.021 0.035 -0.013
0.000 -0.003 -0.038
-0.042 0.013 0.031
0.054 0.039 -0.090
0.150 -0.264 0.092
0.012 0.028 0.017
-0.010 0.001 0.002
-0.004 -0.015 -0.003
0.006 0.003 0.023
0.013 0.007 -0.027
-0.041 -0.029 0.057
-0.026 -0.002 -0.011
0.028 -0.011 -0.005
-0.040 -0.013 0.038
0.040 0.031 -0.080
0.050 -0.015 0.034
-0.064 -0.008 0.060
0.018 0.005 -0.018
-0.121 0.104 -0.038
-0.012 0.063 0.010
0.024 0.188 -0.021
0.151 0.090 0.160
-0.115 -0.025 -0.226
-0.138 0.175 -0.021
-0.059 0.020 0.100
-0.014 0.270 0.241
0.118 -0.017 0.095
0.005 -0.010 0.006
0.012 -0.009 0.000
0.014 0.002 0.000
-0.003 0.000 0.006
-0.020 -0.026 0.044
0.016 0.005 -0.025
-0.002 0.011 -0.005
-0.140 -0.047 0.045
0.010 -0.021 -0.042
-0.019 0.008 0.037
-0.004 -0.086 -0.027
-0.032 -0.003 0.037

Its total charge is -1. The strongest force on any atom is 0.6 eV/A. Its relative energy (zero: lowest compared OMol25 entry of this formula, charge and spin) is 2.5 kcal per mole. Its LUMO energy is 2.065 eV.

These are the Mulliken partial charges, in e, on atoms 1 to 5:
1. Rb 0.941
2. C -1.958
3. C 2.293
4. C -1.657
5. C -1.868